Molecular formula: C42H108N4O14
Method: DFT, the ωB97M-V functional and the def2-TZVPD basis

Structure (XYZ):
```
168
C42H108N4O14 the ωB97M-V functional and the def2-TZVPD basis
O 13.595 20.939 14.808
O 17.849 20.185 17.694
O 9.417 11.985 13.487
O 10.704 18.429 9.177
O 14.505 21.821 9.152
O 10.605 15.319 10.533
O 9.830 24.441 12.711
O 17.174 15.287 9.353
O 17.432 17.728 14.189
O 8.159 16.265 12.901
O 14.651 13.845 9.878
O 15.700 15.250 17.108
O 12.613 18.400 12.862
O 10.829 27.284 9.939
N 10.878 22.552 14.641
N 12.026 24.418 9.756
N 9.741 18.428 12.038
N 16.832 17.612 17.025
C 12.465 25.604 9.090
C 9.429 13.445 9.607
C 18.123 17.079 16.400
C 14.340 15.216 16.688
C 8.467 15.854 9.584
C 12.968 12.563 11.051
C 14.025 13.853 16.292
C 10.024 19.538 11.120
C 17.941 17.564 8.904
C 10.711 28.630 10.390
C 8.463 18.677 12.826
C 18.046 19.153 18.632
C 7.679 15.148 13.608
C 9.373 10.337 15.331
C 13.154 17.102 13.014
C 15.188 13.104 12.157
C 12.194 26.865 9.864
C 9.106 25.567 12.210
C 14.465 12.832 10.869
C 9.719 14.935 9.494
C 8.105 17.481 13.688
C 9.810 11.781 14.836
C 11.184 19.264 10.183
C 13.626 16.527 11.718
C 11.657 23.307 13.685
C 17.139 17.160 12.894
C 17.848 16.575 15.014
C 11.135 21.127 14.697
C 11.318 11.926 14.960
C 17.165 16.334 8.369
C 16.938 18.149 18.389
C 13.433 15.837 17.688
C 15.088 20.928 10.160
C 15.698 16.624 8.087
C 12.344 20.669 15.511
C 14.661 20.207 15.331
C 18.948 21.046 17.560
C 11.770 17.728 8.615
C 12.427 23.078 9.284
C 12.105 16.152 13.590
C 11.040 24.688 13.410
C 13.846 22.909 9.746
H 7.506 18.973 12.268
H 13.820 16.805 17.967
H 13.507 15.198 18.568
H 10.146 12.364 13.014
H 12.433 15.912 17.391
H 9.741 9.600 14.595
H 12.647 23.463 14.159
H 12.104 25.706 8.081
H 14.444 19.198 15.070
H 12.727 16.302 11.057
H 18.412 16.312 17.084
H 12.511 12.358 10.057
H 12.763 11.711 11.728
H 14.486 23.766 9.504
H 11.086 29.288 9.673
H 9.925 22.780 14.549
H 10.321 20.614 15.273
H 15.995 16.202 17.008
H 9.021 13.149 10.591
H 8.803 16.849 9.363
H 14.855 13.448 15.671
H 12.040 18.770 10.718
H 11.313 28.835 11.252
H 14.038 17.220 13.683
H 9.331 12.553 15.463
H 11.429 14.808 10.559
H 12.436 21.228 16.427
H 14.326 17.164 11.163
H 7.582 14.341 12.890
H 11.206 20.690 13.682
H 11.744 16.537 14.594
H 8.777 19.574 13.334
H 13.782 22.790 10.801
H 10.393 12.896 9.429
H 11.768 22.872 12.682
H 14.365 15.715 15.708
H 17.641 15.989 7.411
H 9.936 10.105 16.243
H 11.444 20.242 9.759
H 12.118 19.611 15.728
H 12.547 26.667 10.909
H 18.784 16.125 14.680
H 15.955 18.498 18.635
H 10.158 15.171 8.503
H 9.783 26.398 11.894
H 14.719 20.438 16.418
H 16.487 16.270 12.936
H 12.124 16.984 9.278
H 11.029 24.565 9.911
H 11.419 17.283 7.633
H 16.140 13.578 11.976
H 10.263 20.409 11.695
H 8.559 25.179 11.367
H 17.479 17.884 9.823
H 11.676 18.373 12.955
H 12.494 13.451 11.405
H 8.408 14.847 14.353
H 17.163 17.355 19.098
H 11.879 11.215 14.348
H 15.548 14.254 9.987
H 16.532 18.327 16.376
H 18.947 17.260 9.098
H 15.165 17.031 8.970
H 14.314 20.463 10.838
H 7.032 17.638 14.051
H 14.992 11.947 10.493
H 8.675 17.311 14.596
H 6.764 15.345 14.180
H 17.919 18.334 8.111
H 14.162 15.546 11.880
H 14.649 13.762 12.854
H 15.552 20.555 14.846
H 15.730 20.171 9.681
H 12.639 18.413 8.318
H 11.691 25.345 12.793
H 11.257 15.892 12.934
H 8.693 13.220 8.852
H 15.715 21.561 10.849
H 16.742 17.984 12.314
H 12.422 15.161 13.929
H 18.068 19.513 19.679
H 8.385 25.906 12.993
H 11.759 22.283 9.671
H 18.083 16.668 12.542
H 9.595 28.742 10.539
H 15.357 12.189 12.704
H 12.321 23.016 8.236
H 7.738 15.550 8.777
H 10.870 25.126 14.422
H 11.579 11.842 15.979
H 17.060 15.824 15.144
H 8.345 10.287 15.606
H 7.898 15.846 10.523
H 9.161 19.901 10.465
H 18.959 17.779 16.416
H 19.026 18.669 18.486
H 19.721 20.681 16.914
H 12.761 27.662 9.422
H 18.131 15.205 9.463
H 18.619 22.034 17.132
H 13.886 13.186 17.172
H 13.077 13.736 15.797
H 15.131 15.801 7.671
H 15.648 17.483 7.421
H 13.518 25.580 8.907
H 19.466 21.442 18.492
H 9.592 17.659 11.475
H 11.542 12.904 14.528
```

Results
Orbital gap: 8.831 eV
SMILES: COCCNCCOC.COCCNCCOC.COCCNCCOC.COCCNCCOC.CC(C)O.CC(C)O.CC(C)O.CC(C)O.CC(C)O.CC(C)O
Spin multiplicity: 1
Charge: 0
E_tot: -79922.947 eV
HOMO: -8.31 eV